13
Properties=species:S:1:pos:R:3 method="wB97M-V/def2-TZVPD" s_squared=2.01 homo_lumo_gap_ev="6.4 / 8.0" fmax_ev_per_a=7.0 e_above_lowest_kcal_mol=46.6 spin_multiplicity=3 total_charge=0 e_lumo_ev="0.84 / -2.38"
Cl 2.696 -1.048 0.600
P -2.273 -1.327 0.407
O -2.323 0.082 -0.202
N 0.576 0.531 0.189
C -0.286 1.419 -0.282
C 1.537 -0.239 -0.564
H 0.764 0.386 1.296
H -1.782 -1.071 1.825
H -0.935 2.146 0.308
H -0.893 -1.651 0.125
H 1.039 -1.000 -1.162
H 2.224 0.370 -1.189
H -0.346 1.400 -1.353

79
Properties=species:S:1:pos:R:3 method="wB97M-V/def2-TZVPD" homo_lumo_gap_ev=7.2 fmax_ev_per_a=0.9 e_above_lowest_kcal_mol=3.5 total_charge=+1 e_lumo_ev=-2.93
Te 0.461 2.987 -0.427
Se 1.782 -2.771 0.770
Ca 1.120 -0.044 0.069
S 0.807 -1.529 -2.948
Si 2.501 4.936 1.429
Si -2.727 2.140 0.322
F -1.915 -6.492 0.461
F -3.423 -2.056 0.829
F -3.962 -4.714 0.631
F 0.624 -5.655 0.529
F -0.888 -1.182 0.867
O 3.252 0.421 -0.924
O 0.360 -0.380 -2.050
O 5.120 -0.201 -0.032
N 1.373 -0.235 2.912
N 3.249 0.297 1.188
N 3.970 0.163 0.050
N 2.725 -0.328 3.283
N 4.928 -0.548 2.643
C 3.679 -0.209 2.345
C -4.417 2.838 0.727
C -2.776 -3.403 -2.912
C 0.596 -0.851 -4.591
C -1.827 -2.396 -2.935
C -2.425 -2.940 0.769
C 3.923 3.821 0.909
C -1.962 1.402 1.882
C -0.481 -2.740 -2.933
C -3.425 -5.841 -2.902
C -1.619 3.489 -0.406
C -1.654 -5.194 0.598
C -2.701 -4.293 0.674
C 2.804 5.540 3.181
C -2.873 0.841 -1.025
C 0.921 3.907 1.443
C -1.042 -5.063 -2.889
C -0.026 -3.395 0.730
C -2.399 -4.746 -2.902
C 2.300 6.394 0.275
C -1.109 -2.533 0.788
C -0.342 -4.745 0.629
C -0.079 -4.068 -2.890
H 3.201 7.009 0.300
H -3.828 -3.145 -2.903
H -1.903 0.471 -1.370
H 2.927 4.711 3.880
H 1.340 -0.067 -4.717
H -4.879 3.281 -0.157
H 0.770 -1.648 -5.313
H 1.982 6.160 3.545
H 2.132 6.098 -0.762
H -3.379 1.275 -1.892
H 4.842 4.400 0.801
H -1.840 2.146 2.672
H 2.950 -0.776 4.158
H 3.712 6.144 3.226
H -3.409 -6.372 -3.855
H -3.457 -0.017 -0.691
H 4.099 3.058 1.670
H 3.746 3.316 -0.045
H -5.089 2.059 1.092
H 1.463 7.024 0.582
H -0.736 -6.101 -2.854
H 0.974 -4.317 -2.838
H -4.360 3.611 1.495
H -2.125 -1.354 -2.933
H -4.429 -5.452 -2.749
H -1.664 4.462 0.084
H -0.412 -0.454 -4.698
H -1.894 3.658 -1.449
H 0.874 0.289 3.619
H 5.135 -1.029 3.502
H 5.616 -0.536 1.905
H 0.965 3.129 2.208
H -0.979 0.961 1.695
H -3.217 -6.571 -2.118
H 1.005 -1.181 2.808
H 0.051 4.526 1.673
H -2.607 0.608 2.264